w:
Below is a structure of composition C3H6N2OS, with properties calculated with ωB97M-V/def2-TZVPD.

ORCA input file:
```
! RIJCOSX wB97M-V def2-TZVPD def2/J DEFGRID3
* xyz 0 1
C -1.564 0.282 0.226
C 0.558 -0.734 0.624
C 2.022 -0.144 0.053
H -2.748 0.405 -1.774
H -3.485 1.134 0.009
H -1.627 0.842 1.237
H 0.530 -0.083 1.672
H 0.600 -1.753 0.899
H 3.493 -0.505 -1.240
N -2.577 0.601 -0.711
N -0.458 -0.462 -0.203
O 2.789 -1.032 -0.714
S 2.467 1.449 -0.078
*
```

* lowest unoccupied orbital energy: 0.29 eV
* gap between HOMO and LUMO: 8.9 eV

=====

x:
Below is a cluster of 2 separate species, C3H6N2OS in total, with properties calculated with ωB97M-V/def2-TZVPD.

ORCA input file:
```
! RIJCOSX wB97M-V def2-TZVPD def2/J DEFGRID3
* xyz 0 1
C 1.992 -0.665 -0.394
C -0.853 -1.758 1.438
C 0.024 1.095 -0.573
N 2.939 -0.759 0.275
N -1.207 1.291 -1.197
O 0.815 2.103 -0.260
S 0.705 -0.505 -1.380
H 0.078 -2.119 0.990
H -1.629 -2.442 1.957
H -1.236 -0.804 1.256
H -1.418 2.298 -1.153
H -1.853 0.548 -0.989
H 1.643 1.714 0.031
*
```

* lowest unoccupied orbital energy (alpha / beta): 0.19 / -0.01 eV
* gap between HOMO and LUMO (alpha / beta): 9.1 / 7.1 eV

=====

The structure with the most favorable energy is w; the runner-up is 25.0 kcal/mol above it.

=====

w:
Below is a cluster of 3 separate species, C4H10O4 in total, with properties calculated with ωB97M-V/def2-TZVPD.

ORCA input file:
```
! RIJCOSX wB97M-V def2-TZVPD def2/J DEFGRID3
* xyz 0 1
C 0.364 1.214 -1.339
C 0.347 0.386 -0.135
C -1.160 0.298 0.405
O -1.127 -0.013 1.728
C 0.354 2.633 -1.212
O -0.026 3.248 -0.229
H -1.621 -0.447 -0.252
H 0.203 0.852 -2.361
H 1.037 0.781 0.648
H 0.829 -0.548 -0.382
H -1.485 1.332 0.305
H 0.568 3.225 -2.107
H 0.354 -2.288 0.322
H 0.013 -3.541 -0.545
O -0.084 -2.586 -0.573
H -0.489 -0.774 1.851
H 1.155 -2.130 2.305
O 0.767 -1.642 1.573
*
```

* lowest unoccupied orbital energy: -4.15 eV
* gap between HOMO and LUMO: 4.7 eV

=====

x:
Below is a cluster of 2 separate species, C4H10O4 in total, with properties calculated with ωB97M-V/def2-TZVPD.

ORCA input file:
```
! RIJCOSX wB97M-V def2-TZVPD def2/J DEFGRID3
* xyz 0 1
C 0.142 -2.047 0.572
C -0.163 1.535 1.483
C -0.335 -0.729 0.767
C 0.275 0.519 -1.654
O -1.000 0.436 -2.211
O 0.736 1.794 -1.386
O 1.109 -0.242 -2.489
O 0.375 0.254 1.398
H -0.553 -2.680 0.057
H 1.007 -2.096 -0.157
H 0.452 -2.620 1.574
H -0.122 1.955 0.426
H 0.548 2.136 2.117
H -1.288 1.415 1.946
H -1.416 -0.443 0.593
H -1.447 1.216 -2.596
H 1.699 1.923 -1.595
H 0.390 -0.724 -3.053
*
```

* lowest unoccupied orbital energy (alpha / beta): 0.22 / 0.71 eV
* gap between HOMO and LUMO (alpha / beta): 6.6 / 8.2 eV

=====

The structure with the most favorable energy is x; the runner-up is 16.5 kcal/mol above it.

=====

w:
Below is an isolated molecule of C3H4N2O, with properties calculated with ωB97M-V/def2-TZVPD.

ORCA input file:
```
! RIJCOSX wB97M-V def2-TZVPD def2/J DEFGRID3
* xyz 0 1
O 2.246 -0.206 -0.023
C 0.956 0.119 0.217
C 0.018 -0.859 -0.032
N -1.155 -0.141 -0.125
C -0.856 1.144 0.149
N 0.429 1.346 0.392
H 1.947 -0.941 -0.607
H 0.062 -1.869 0.349
H -2.031 -0.501 -0.460
H -1.614 1.909 0.140
*
```

* SMILES string: Oc1c[nH]cn1
* lowest unoccupied orbital energy: 0.82 eV
* gap between HOMO and LUMO: 9.3 eV

=====

x:
Below is an isolated molecule of C3H4N2O, with properties calculated with ωB97M-V/def2-TZVPD.

ORCA input file:
```
! RIJCOSX wB97M-V def2-TZVPD def2/J DEFGRID3
* xyz 0 1
O -1.176 1.698 0.371
C -0.369 0.820 0.137
C -0.863 -0.628 0.000
N 0.221 -1.544 -0.103
C 1.290 -2.021 -0.180
N 0.956 1.018 -0.054
H -1.487 -0.868 0.866
H -1.492 -0.694 -0.894
H 1.611 0.263 -0.183
H 1.307 1.957 0.040
*
```

* lowest unoccupied orbital energy: 0.79 eV
* gap between HOMO and LUMO: 11.2 eV

=====

The structure with the most favorable energy is x; the runner-up is 10.3 kcal/mol above it.